No. 1
Computed, not measured: C43H69N3O4S3SbSeTi as an isolated structure in a non-equilibrium geometry, with wB97M-V/def2-TZVPD.

```
125
Properties=species:S:1:pos:R:3:lowdin_spin:R:1
Ti 0.011 -1.339 -0.630 0.01
C -0.456 6.308 -2.299 0.00
C 0.439 5.608 -1.267 0.00
C 0.253 6.279 0.102 0.00
C 1.895 5.796 -1.692 0.00
C 0.053 4.131 -1.172 0.00
C 0.935 3.099 -1.471 0.00
C 0.527 1.778 -1.370 0.00
Se 1.652 0.295 -1.776 0.00
C 0.561 -0.459 1.170 0.00
C 1.052 0.650 1.811 0.00
C 0.795 0.830 3.178 0.00
C 0.038 -0.146 3.823 0.00
C -0.520 -1.271 3.194 0.00
C -0.241 -1.389 1.825 0.00
O -0.678 -2.317 0.950 0.01
C -1.328 -2.269 4.030 0.00
C -2.104 -3.273 3.173 0.01
C -0.357 -3.047 4.931 0.00
C -2.350 -1.533 4.911 0.00
C 1.295 2.098 3.870 0.00
C 2.821 2.204 3.738 0.00
C 0.942 2.135 5.358 0.00
C 0.650 3.319 3.192 0.00
C -0.771 1.448 -0.953 0.00
O -1.104 0.158 -0.910 0.00
C -1.687 2.470 -0.653 0.00
C -1.236 3.782 -0.774 0.00
C -3.128 2.257 -0.153 0.00
C -4.096 2.927 -1.139 0.00
C -3.564 0.795 0.008 0.00
C -3.263 2.916 1.230 0.00
H -0.204 7.372 -2.370 0.00
H -1.510 6.225 -2.030 0.00
H -0.327 5.853 -3.283 0.00
H 0.529 7.338 0.052 0.00
H 0.879 5.791 0.853 0.00
H -0.781 6.214 0.441 0.00
H 2.130 6.864 -1.734 0.00
H 2.080 5.369 -2.679 0.00
H 2.580 5.326 -0.983 0.00
H 1.950 3.295 -1.791 0.00
H 1.625 1.388 1.253 0.00
H -0.150 -0.032 4.882 0.00
H -1.454 -3.896 2.561 0.00
H -2.790 -2.766 2.492 0.01
H -2.690 -3.924 3.829 0.00
H 0.359 -3.602 4.321 0.00
H -0.902 -3.761 5.557 0.00
H 0.204 -2.371 5.582 0.00
H -3.015 -0.926 4.294 0.00
H -1.878 -0.879 5.647 0.00
H -2.958 -2.261 5.456 0.00
H 3.306 1.358 4.231 0.00
H 3.184 3.128 4.201 0.00
H 3.127 2.206 2.691 0.00
H 1.390 1.296 5.895 0.00
H -0.139 2.101 5.510 0.00
H 1.318 3.061 5.801 0.00
H 0.867 3.344 2.123 0.00
H 1.014 4.248 3.644 0.00
H -0.437 3.282 3.302 0.00
H -1.934 4.578 -0.539 0.00
H -4.010 2.470 -2.127 0.00
H -3.895 3.996 -1.245 0.00
H -5.126 2.807 -0.791 0.00
H -3.527 0.236 -0.925 0.00
H -4.597 0.791 0.372 0.00
H -2.944 0.262 0.729 0.00
H -3.067 3.990 1.196 0.00
H -2.556 2.463 1.929 0.00
H -4.275 2.766 1.617 0.00
S -4.947 -4.729 -1.603 0.27
Sb -2.945 -4.191 -0.592 0.34
S -1.637 -6.022 -0.006 0.20
S -1.724 -2.669 -1.976 0.12
C 4.756 -1.934 -1.751 0.00
C 5.217 -2.231 -0.335 0.00
O 4.139 -2.164 0.571 0.00
C 4.206 -1.153 1.561 0.00
C 3.478 -1.630 2.799 0.00
H 5.564 -2.121 -2.463 0.00
H 4.421 -0.901 -1.843 0.00
H 3.910 -2.575 -1.996 0.00
H 6.008 -1.532 -0.036 0.00
H 5.640 -3.242 -0.285 0.00
H 3.734 -0.238 1.182 0.00
H 5.256 -0.927 1.792 0.00
H 2.453 -1.903 2.544 0.00
H 3.426 -0.830 3.540 0.00
H 3.982 -2.495 3.236 0.00
C 1.898 -6.225 -0.967 0.00
N 1.613 -4.839 -0.665 0.00
C 1.583 -4.524 0.753 0.00
C 1.331 -3.923 -1.589 0.00
O 1.384 -2.689 -1.305 0.00
N 1.149 -4.306 -2.895 0.00
C 1.199 -3.242 -3.888 0.00
C 0.171 -5.346 -3.231 0.00
H 2.705 -6.552 -0.305 0.00
H 2.226 -6.332 -1.997 0.00
H 1.013 -6.841 -0.789 0.00
H 0.854 -5.178 1.234 0.00
H 1.281 -3.496 0.908 0.00
H 2.582 -4.672 1.174 0.00
H 2.007 -2.548 -3.669 0.00
H 0.256 -2.688 -3.921 0.00
H 1.373 -3.708 -4.859 0.00
H 0.602 -6.049 -3.951 0.00
H -0.710 -4.869 -3.662 0.00
H -0.175 -5.869 -2.342 0.00
N -0.438 0.602 -4.731 0.00
C -1.794 0.593 -5.005 0.00
C -2.721 0.306 -3.998 0.00
C -4.075 0.338 -4.270 0.00
C -4.547 0.668 -5.537 0.00
C -3.630 0.957 -6.537 0.00
C -2.268 0.920 -6.279 0.00
H 0.182 0.453 -5.508 0.00
H -0.118 0.170 -3.870 0.00
H -2.366 0.019 -3.014 0.00
H -4.771 0.075 -3.482 0.00
H -5.610 0.682 -5.742 0.00
H -3.975 1.211 -7.534 0.00
H -1.557 1.151 -7.067 0.00
```

Computed properties:
**2S+1**: 2
**⟨S²⟩**: 0.760
**Total charge**: -2
**E_tot**: -185883.815 eV
**Energy above the lowest of the compared OMol25 structures with the same formula, charge and spin**: 1.406 eV
**Orbital gap (alpha / beta)**: 5.17 / 5.98 eV
**Highest occupied orbital energy (alpha / beta)**: -1.31 / -2.12 eV



No. 2
Computed, not measured: C43H77N2O16PSi2 as an isolated structure in a non-equilibrium geometry, with wB97M-V/def2-TZVPD.

```
141
Properties=species:S:1:pos:R:3:mulliken_charge:R:1
C 4.542 -0.410 1.963 0.23
C 3.357 -0.162 2.126 -0.86
Si 1.618 0.322 2.454 0.56
C 1.700 1.635 3.797 -0.55
N 2.707 2.678 3.492 -0.53
O 0.635 -0.877 3.027 -0.74
Si 0.876 -2.478 2.512 -0.01
C 1.100 -2.655 0.660 -0.98
C -0.075 -2.234 -0.277 -0.59
C -1.303 -1.631 0.368 1.75
C -2.317 -1.194 -0.715 -1.87
C -1.755 -0.176 -1.728 0.28
C -1.771 -0.726 -3.175 -0.36
C -0.347 -1.043 -3.665 -1.53
C -0.612 -3.459 3.176 -0.66
C -1.705 -2.561 3.767 -0.34
C -3.002 -3.288 4.102 -0.22
C -3.914 -3.470 2.903 -0.72
O -3.335 -4.244 1.834 -0.34
C -3.263 -5.546 2.082 0.16
O -2.709 -6.307 1.337 -0.51
C 2.401 -3.193 3.413 -0.72
C 3.480 -3.776 2.487 -0.68
C 3.306 -5.285 2.235 -0.58
O 4.476 -6.010 2.564 -0.50
C 5.503 -5.789 1.646 -0.72
P 0.884 1.343 0.580 0.83
N 1.665 0.759 -0.693 -0.66
H 5.558 -0.657 1.964 0.65
H 0.725 2.050 3.985 0.27
H 2.015 1.124 4.710 0.35
H 3.112 2.574 2.572 0.17
H 2.313 3.598 3.594 0.29
H 1.326 -3.702 0.468 0.66
H 1.986 -2.105 0.352 0.54
H 0.344 -1.608 -1.047 -0.36
H -0.414 -3.129 -0.791 0.69
H -1.822 -2.385 0.941 -0.61
H -1.107 -0.743 0.958 -0.30
H -3.105 -0.686 -0.158 0.42
H -2.786 -2.054 -1.175 0.73
H -2.411 0.689 -1.734 0.39
H -0.750 0.149 -1.486 -0.44
H -2.233 -0.028 -3.862 0.52
H -2.327 -1.651 -3.256 0.07
H 0.314 -0.236 -3.370 0.20
H -0.026 -1.967 -3.202 0.41
H -0.382 -1.218 -4.735 0.40
H -0.309 -4.171 3.934 0.78
H -1.003 -3.997 2.319 -0.04
H -1.954 -1.735 3.108 -0.17
H -1.305 -2.105 4.664 0.69
H -3.567 -2.665 4.789 -0.18
H -2.836 -4.266 4.547 0.48
H -4.792 -4.012 3.251 0.56
H -4.239 -2.517 2.517 0.30
H -3.743 -5.916 2.999 0.42
H 2.847 -2.351 3.935 0.32
H 2.086 -3.912 4.159 0.63
H 4.426 -3.693 3.013 0.67
H 3.602 -3.228 1.564 0.27
H 2.467 -5.687 2.784 0.28
H 3.131 -5.436 1.166 0.32
H 5.941 -4.795 1.764 0.27
H 5.168 -5.858 0.612 0.30
H 6.299 -6.488 1.845 0.29
H -0.519 1.232 0.413 -0.28
H 1.168 2.720 0.721 0.05
H 2.194 1.508 -1.123 0.08
O -4.065 -2.180 -4.436 -0.55
C -3.968 -1.946 -5.603 0.44
O -2.884 -1.335 -6.144 -0.20
C -3.100 -1.087 -7.546 -0.43
C -4.170 -2.085 -7.964 -0.56
C -4.995 -2.221 -6.686 -0.54
H -3.422 -0.052 -7.668 0.29
H -2.163 -1.227 -8.080 0.29
H -4.743 -1.761 -8.831 0.33
H -3.709 -3.044 -8.206 0.28
H -5.779 -1.466 -6.622 0.28
H -5.420 -3.213 -6.567 0.33
O -4.853 -2.044 6.281 -0.63
C -5.609 -1.337 5.685 0.56
O -5.194 -0.418 4.778 -0.27
C -6.314 0.349 4.304 -0.32
C -7.534 -0.523 4.563 -0.58
C -7.118 -1.282 5.822 -0.51
H -6.348 1.289 4.859 0.26
H -6.173 0.569 3.248 0.27
H -8.455 0.047 4.671 0.36
H -7.669 -1.225 3.739 0.27
H -7.365 -0.735 6.733 0.28
H -7.538 -2.283 5.862 0.30
O -1.268 2.563 3.015 -0.53
C -2.038 3.247 2.409 0.34
O -1.643 4.223 1.558 -0.37
C -2.789 4.937 1.060 -0.48
C -3.961 3.981 1.231 -0.56
C -3.552 3.201 2.479 -0.14
H -2.908 5.851 1.647 0.28
H -2.616 5.208 0.021 0.36
H -4.920 4.488 1.316 0.36
H -4.013 3.304 0.376 0.24
H -3.873 3.695 3.397 0.30
H -3.905 2.174 2.463 0.08
O 7.494 4.262 -2.118 -0.61
C 7.596 3.522 -1.182 0.57
O 7.811 3.950 0.080 -0.36
C 7.982 2.825 0.963 -0.61
C 7.306 1.660 0.255 0.39
C 7.534 2.007 -1.215 -0.55
H 9.052 2.662 1.109 0.31
H 7.526 3.053 1.922 0.35
H 7.704 0.690 0.550 0.43
H 6.237 1.668 0.472 -0.47
H 8.486 1.627 -1.589 0.32
H 6.719 1.667 -1.848 0.29
O -1.386 2.815 -7.816 -0.58
C -0.495 2.818 -7.019 0.49
O 0.137 3.952 -6.626 -0.39
C 1.228 3.627 -5.746 -0.41
C 0.887 2.257 -5.178 -0.38
C 0.124 1.616 -6.333 0.36
H 2.152 3.619 -6.328 0.25
H 1.304 4.393 -4.977 0.24
H 1.761 1.691 -4.860 0.44
H 0.225 2.364 -4.317 0.14
H 0.791 1.115 -7.035 0.27
H -0.645 0.932 -5.984 -0.43
O 4.116 3.262 0.745 -0.55
C 3.720 4.127 0.016 0.49
O 2.938 5.151 0.421 -0.40
C 2.550 5.951 -0.713 -0.42
C 3.602 5.668 -1.778 -0.66
C 3.971 4.220 -1.472 0.48
H 1.548 5.646 -1.024 0.21
H 2.523 6.996 -0.416 0.36
H 3.244 5.831 -2.793 0.35
H 4.470 6.308 -1.622 0.27
H 3.316 3.513 -1.987 -0.07
H 5.011 4.007 -1.700 -0.17
```

Computed properties:
**E_tot**: -106625.349 eV
**Orbital gap**: 7.88 eV
**Highest occupied orbital energy**: -7.74 eV



No. 3
Computed, not measured: a 10-piece molecular cluster, C43H82ClF3N14O5S overall in a non-equilibrium geometry, with wB97M-V/def2-TZVPD.

```
149
Properties=species:S:1:pos:R:3:mulliken_charge:R:1
C -0.027 -0.424 -5.284 -0.88
C -0.855 -1.378 -4.483 0.42
O -0.613 -1.738 -3.330 -0.35
N -2.087 -1.937 -5.183 -0.01
H -2.201 -1.356 -6.001 0.41
H -1.934 -2.875 -5.523 0.37
C -3.355 -1.858 -4.261 -0.82
H -0.667 0.065 -6.019 0.50
H 0.594 -1.018 -5.955 0.44
H 0.489 0.324 -4.683 -0.11
H -3.520 -0.975 -3.644 0.24
H -3.409 -2.698 -3.568 0.33
H -4.271 -1.835 -4.851 0.50
C 4.971 -3.088 0.824 -1.22
C 3.490 -2.948 0.620 0.60
O 2.961 -3.286 -0.425 -0.41
N 2.842 -2.087 1.651 0.87
H 3.586 -1.489 1.980 0.44
H 2.120 -1.506 1.248 -0.61
C 2.632 -2.807 2.954 -0.61
H 5.383 -2.087 0.697 0.18
H 5.481 -3.558 -0.017 0.42
H 5.242 -3.549 1.774 0.41
H 3.570 -3.185 3.362 0.35
H 1.993 -3.630 2.633 0.25
H 2.091 -2.104 3.587 0.22
C 0.766 6.858 -5.475 -1.09
C -0.459 6.039 -4.971 -0.52
N -0.076 5.374 -3.762 0.26
C -0.035 5.980 -2.532 -1.33
C 0.298 5.011 -1.548 -0.13
N 0.566 3.858 -2.263 0.67
C 0.276 4.073 -3.573 -0.33
C 0.897 2.556 -1.743 0.20
H 1.540 6.148 -5.768 0.32
H 1.023 7.629 -4.749 0.37
H 0.431 7.405 -6.357 0.42
H -0.663 5.200 -5.635 0.28
H -1.293 6.699 -4.731 0.35
H -0.385 6.996 -2.420 0.53
H 0.443 5.115 -0.483 0.72
H 0.425 3.371 -4.380 0.52
H 0.015 2.103 -1.290 -0.01
H 1.631 2.534 -0.937 -0.26
H 1.171 1.941 -2.600 -0.07
C -3.836 -0.126 -0.217 -1.10
C -3.209 -1.610 -0.382 -0.22
N -3.485 -2.346 0.824 0.73
C -2.528 -2.734 1.769 -0.35
C -3.086 -3.577 2.715 -1.21
N -4.453 -3.669 2.361 0.11
C -4.666 -2.997 1.139 -0.37
C -5.503 -4.427 3.132 -0.84
H -3.782 0.471 -1.127 0.35
H -3.273 0.347 0.588 0.12
H -4.823 -0.066 0.241 0.47
H -2.142 -1.498 -0.577 -0.06
H -3.684 -2.159 -1.195 0.38
H -1.564 -2.265 1.638 0.85
H -2.678 -4.072 3.584 0.60
H -5.602 -2.877 0.613 0.44
H -5.830 -5.259 2.509 0.36
H -6.273 -3.696 3.377 0.38
H -4.991 -4.744 4.041 0.31
C 8.177 1.042 -1.232 -1.25
C 7.346 -0.174 -1.596 -0.38
N 5.945 0.029 -1.574 0.31
C 5.242 0.617 -0.534 -1.11
C 3.891 0.469 -0.902 0.05
N 3.776 -0.215 -2.097 0.52
C 5.068 -0.509 -2.511 -0.34
C 2.652 -0.768 -2.656 -1.46
H 7.993 1.477 -0.249 0.40
H 8.023 1.873 -1.920 0.36
H 9.233 0.815 -1.376 0.40
H 7.580 -1.059 -1.004 0.31
H 7.540 -0.621 -2.571 0.40
H 5.699 1.065 0.336 0.43
H 3.011 0.770 -0.353 0.44
H 5.379 -1.118 -3.347 0.44
H 1.803 -0.686 -1.978 0.37
H 2.769 -1.803 -2.977 0.40
H 2.471 -0.303 -3.626 0.62
C -0.423 -4.624 -0.738 -0.91
C 0.332 -5.199 0.511 -0.19
N 0.253 -6.674 0.563 0.30
C -0.778 -7.352 1.128 -0.24
C -0.572 -8.722 0.992 -0.56
N 0.540 -8.939 0.224 0.16
C 1.017 -7.672 0.007 -0.35
C 1.030 -10.187 -0.284 -0.72
H -0.445 -3.535 -0.775 0.14
H -1.474 -4.899 -0.648 0.41
H -0.045 -4.922 -1.716 0.44
H 0.029 -4.759 1.461 0.22
H 1.396 -4.988 0.405 -0.01
H -1.567 -6.789 1.603 0.44
H -1.189 -9.578 1.220 0.42
H 1.820 -7.466 -0.685 0.43
H 1.886 -10.504 0.312 0.33
H 1.342 -10.115 -1.325 0.36
H 0.196 -10.889 -0.295 0.30
C -4.150 -0.727 5.062 -1.25
C -4.054 0.471 4.223 0.10
N -2.811 1.126 4.468 0.35
C -2.589 2.272 5.217 -0.72
C -1.254 2.658 5.291 -0.34
N -0.691 1.732 4.419 0.33
C -1.585 0.764 3.937 -0.70
C 0.724 1.696 4.053 -0.47
H -5.025 -1.283 4.726 0.38
H -4.200 -0.519 6.131 0.41
H -3.336 -1.452 5.063 0.28
H -4.779 1.224 4.532 0.35
H -4.154 0.171 3.180 -0.11
H -3.484 2.742 5.597 0.52
H -0.760 3.494 5.763 0.52
H -1.341 -0.073 3.300 0.68
H 1.415 2.301 4.641 0.41
H 0.753 2.053 3.024 0.07
H 1.116 0.686 3.931 0.05
C -1.304 5.814 2.935 -0.91
C -2.582 4.938 2.764 0.15
N -2.700 4.449 1.430 0.37
C -2.058 3.392 0.825 -0.87
C -2.396 3.303 -0.513 -1.13
N -3.248 4.401 -0.793 0.33
C -3.485 5.051 0.429 -0.20
C -3.794 4.677 -2.079 -0.81
H -1.368 6.729 2.346 0.36
H -0.401 5.282 2.636 0.14
H -1.130 6.143 3.959 0.43
H -3.477 5.478 3.076 0.48
H -2.596 4.085 3.443 -0.50
H -1.500 2.719 1.459 0.88
H -2.128 2.608 -1.295 0.86
H -4.136 5.903 0.564 0.46
H -2.984 4.705 -2.807 0.25
H -4.367 5.604 -2.110 0.34
H -4.573 3.939 -2.273 0.34
Cl 0.357 0.054 0.792 -0.63
C 2.950 3.587 1.869 0.28
F 1.657 3.921 1.856 0.00
F 3.550 3.624 3.132 -0.25
F 3.080 2.355 1.314 -0.13
S 3.919 4.843 0.888 1.07
O 3.208 5.017 -0.420 -0.61
O 3.833 6.097 1.639 -0.63
O 5.262 4.303 0.663 -0.61
```

Computed properties:
**Total charge**: +6
**E_tot**: -108464.201 eV
**Orbital gap**: 4.61 eV
**Highest occupied orbital energy**: -17.82 eV